No. 1
C19H15FN4O2S | ωB97M-V/def2-TZVPD

Positions of all 42 atoms, in Å:
C 1.762687 2.722537 -0.209406
N 1.464768 1.319331 -0.215788
C 1.500572 0.469341 -1.277868
N 1.162062 -0.742875 -0.902612
N 0.892433 -0.711660 0.404981
C 1.069335 0.516993 0.829168
C 0.868868 0.931693 2.183640
C 0.483168 0.171939 3.251651
C 0.428214 1.055949 4.364483
C 0.111050 0.922811 5.716468
C 0.173060 2.045120 6.511497
C 0.541866 3.288658 5.992058
C 0.860836 3.449057 4.658355
C 0.798296 2.320001 3.858037
O 1.064935 2.237574 2.532910
H 1.145842 4.405755 4.250807
H 0.577737 4.143545 6.649829
H -0.067583 1.969433 7.561210
H -0.173675 -0.036870 6.118423
H 0.272046 -0.876233 3.226129
S 1.938563 0.963140 -2.882914
C 2.051039 -0.656994 -3.711982
H 2.521044 -1.347785 -3.013975
H 2.690914 -0.481275 -4.576313
C 0.692869 -1.168128 -4.198781
O 0.375193 -1.090048 -5.363606
N -0.042540 -1.698839 -3.195490
C -1.325792 -2.239128 -3.251462
C -1.906814 -2.629552 -2.043572
C -3.173800 -3.178183 -2.023708
C -3.886128 -3.349964 -3.199527
C -3.292922 -2.956570 -4.384739
C -2.027702 -2.404210 -4.441182
H -1.602340 -2.109007 -5.385398
F -3.975988 -3.118469 -5.537453
H -4.875851 -3.776915 -3.206499
H -3.613499 -3.476202 -1.084244
H -1.354424 -2.496025 -1.125051
H 0.355110 -1.629325 -2.249857
H 2.525579 2.937965 0.539171
H 0.866130 3.296865 0.028874
H 2.124841 3.006552 -1.196262

Atoms 1-2, force components in eV/Å:
C 0.1105 0.6572 0.0664
N -0.2041 -0.9228 -0.0072

Values from the calculation:
Gap between HOMO and LUMO, eV: 8.30
SMILES: Cn1c(SCC(=O)Nc2cccc(F)c2)nnc1-c1cc2ccccc2o1


No. 2
C19H15FeN2O3 | ωB97M-V/def2-TZVPD

Positions of all 40 atoms, in Å:
O 2.834016 2.703592 1.438908
C 1.992712 2.051827 0.959120
Fe 0.841691 0.724287 0.809640
C 2.058918 -0.604982 0.829788
O 2.775751 -1.493848 0.971384
C 0.858355 0.357380 2.533662
O 0.895347 -0.075797 3.636903
C -1.716571 -1.409375 0.857169
C -2.551021 -0.261564 1.216543
C -2.099843 0.976746 1.446358
C -0.933876 1.621823 0.875670
C -0.576956 1.337356 -0.506008
C -0.312687 -0.005820 -0.827041
C -0.437202 -1.066838 0.118581
H -2.188333 -2.323786 0.488477
H -3.574355 -0.526777 1.497992
H -2.772324 1.608160 2.019194
H -0.802804 2.636921 1.275967
H -0.289370 2.154495 -1.181038
H 0.056481 -0.245092 -1.825862
H 0.025991 -2.013517 -0.205308
C -2.904687 -3.912956 8.397057
C -3.699019 -3.117305 7.557493
C -3.325892 -2.900521 6.224829
C -2.157139 -3.507045 5.730987
N -1.744380 -3.265986 4.391959
C -2.270606 -2.398998 3.474562
N -1.595915 -2.407546 2.330292
C -0.616595 -3.367772 2.493690
C -0.661385 -3.886891 3.740155
C -1.372175 -4.326337 6.558673
C -1.750465 -4.521872 7.888297
H -3.171881 -4.060620 9.446280
H -4.605038 -2.670179 7.965573
H -3.945163 -2.272884 5.581309
H -3.167685 -1.778370 3.643414
H 0.020773 -3.597840 1.671768
H -0.013099 -4.608684 4.210408
H -0.465382 -4.795038 6.169735
H -1.134086 -5.156548 8.523823

Atoms 1-2, force components in eV/Å:
O -2.8366 -1.9649 -1.8071
C 6.1468 5.7140 2.3794

Values from the calculation:
2S+1: 5
Gap between HOMO and LUMO (spin up / spin down), eV: 6.65 / 6.74
Total charge: +1


No. 3
C19H15N2O3PtS5 | ωB97M-V/def2-TZVPD

Positions of all 45 atoms, in Å:
Pt -0.122199 0.917788 0.332374
C -1.762035 3.010636 -3.114215
O -0.536049 3.680903 -3.422520
C 0.633498 3.005019 -3.219428
C 1.599262 3.138496 -4.191118
C 2.839441 2.506206 -4.078444
C 3.081720 1.714475 -2.984536
C 2.124792 1.558505 -1.963602
C 2.504485 0.682454 -0.878444
N 1.737687 0.308600 0.078714
N 2.216245 -0.612313 0.998499
C 1.290725 -0.865663 1.884171
O 0.109020 -0.346110 1.918057
C 1.631198 -1.840242 2.959817
C 2.948612 -2.230068 3.187139
C 3.244982 -3.126356 4.201223
C 2.230320 -3.644062 4.996546
C 0.916708 -3.258143 4.773145
C 0.619183 -2.355953 3.762191
C 0.884834 2.249871 -2.037499
O -0.008696 2.314802 -1.085939
H -2.539838 3.591757 -3.606229
H -1.755720 1.997373 -3.527135
H -1.940153 2.956032 -2.044040
H 1.354406 3.743229 -5.055855
H 3.584328 2.622463 -4.854421
H 4.024696 1.188812 -2.886535
H 3.504874 0.255880 -0.888960
H 3.727125 -1.824172 2.556411
H 4.272223 -3.422737 4.373915
H 2.465192 -4.341348 5.791324
H 0.120786 -3.658353 5.388871
H -0.396289 -2.031476 3.585822
C -2.846125 -2.030758 1.585885
S -2.192312 -1.886970 -0.099220
C -3.317353 -0.707675 -0.730554
C -3.357817 0.608974 -0.397202
S -2.345891 1.613732 0.610707
S -4.713944 1.477902 -1.089604
C -5.463709 0.183450 -1.949973
S -6.841772 0.357520 -2.844475
S -4.601153 -1.286229 -1.770528
H -2.607105 -3.029135 1.951094
H -3.926972 -1.910436 1.559886
H -2.391226 -1.276661 2.224693

Atoms 1-2, force components in eV/Å:
Pt 0.1200 0.3476 0.2563
C 0.0174 -0.0375 -0.0960

Values from the calculation:
Relative energy (zero: lowest compared OMol25 entry of this formula, charge and spin), kcal per mole: 0.0
Gap between HOMO and LUMO, eV: 7.31
Total charge: -1


No. 4
C19H16BBrF7N5OSZr | ωB97M-V/def2-TZVPD

Positions of all 52 atoms, in Å:
Zr 0.120513 -0.083749 -0.189573
O -1.121082 1.351525 0.759491
N -1.956542 2.214312 0.185684
C -3.215335 2.245831 0.663433
C -4.121280 3.121743 0.147134
C -3.699456 3.964120 -0.891431
C -2.423574 3.892107 -1.369012
C -1.485899 2.968408 -0.839393
S 0.089628 2.674757 -1.402613
H -3.410956 1.533787 1.449692
H -5.128019 3.133068 0.535919
H -4.396158 4.667456 -1.332124
H -2.086285 4.511233 -2.187836
N 1.561434 1.177506 1.267279
C 2.748388 0.408181 1.727401
C 2.295024 -0.977873 2.102646
N 1.646659 -1.587160 0.905989
H 1.808637 2.048446 0.807812
H 0.956333 1.428113 2.046469
H 3.247014 0.897710 2.563870
H 3.460215 0.323494 0.905071
H 1.576038 -0.946694 2.921144
H 3.160279 -1.573595 2.386239
H 1.185457 -2.459276 1.152999
H 2.446180 -1.876650 0.326395
F -2.595670 0.062868 -1.644149
B -1.295376 -0.043604 -2.067930
F -1.202737 0.094397 -3.390031
Br 4.834761 -2.091301 0.086789
C 2.018192 -1.158913 -2.259010
C 3.054331 -1.377594 -3.166275
C 3.956249 -0.386303 -3.419273
C 3.805085 0.847791 -2.704892
C 2.792942 1.009050 -1.832131
N 1.842411 0.041440 -1.564400
H 3.130146 -2.349401 -3.634830
H 4.780465 -0.545479 -4.099689
H 4.507517 1.660183 -2.836220
H 2.682151 1.937707 -1.288645
F -2.396960 -2.727084 -0.732953
C -2.253291 -2.424120 0.568574
C -1.359493 -1.477209 1.041957
C -1.445460 -1.287844 2.404889
F -0.649205 -0.382441 3.055937
C -2.303351 -1.957945 3.258747
F -2.315600 -1.709525 4.581358
C -3.165904 -2.891774 2.732550
F -4.020307 -3.556279 3.527106
C -3.141860 -3.122881 1.375281
F -3.996424 -4.014311 0.848743
N 0.372800 -3.011248 -1.554482
C 1.107355 -2.194996 -1.929708

Atoms 1-2, force components in eV/Å:
Zr 1.3638 0.7509 0.7291
O -0.2866 -0.1513 0.3754

Values from the calculation:
2S+1: 2
Relative energy (zero: lowest compared OMol25 entry of this formula, charge and spin), kcal per mole: 0.0
Gap between HOMO and LUMO (spin up / spin down), eV: 5.15 / 7.08
Total charge: -1


No. 5
C19H16Br2N3OV | ωB97M-V/def2-TZVPD

Positions of all 42 atoms, in Å:
V -0.065578 0.342079 0.184175
C 1.105749 -1.345588 -2.693580
C 1.055091 -2.046734 -1.386422
C 1.156797 -3.446588 -1.300018
C 0.955655 -4.068228 -0.081357
C 0.734240 -3.338180 1.080747
C 0.499777 -3.825663 2.361077
Br 0.495276 -5.702957 2.651961
C 0.349632 -3.001196 3.452850
C 0.402511 -1.628865 3.324406
Br 0.259595 -0.480972 4.761128
C 0.590379 -1.105781 2.048330
O 0.578567 0.273090 1.789501
C 0.749841 -1.941344 0.912385
N 0.855949 -1.317955 -0.290781
H 1.569696 -2.004957 -3.413069
H 1.643406 -0.400214 -2.619400
H 0.080922 -1.140682 -3.019698
H 1.315840 -4.045054 -2.189672
H 0.930769 -5.145767 -0.024419
H 0.220525 -3.422487 4.445127
C -5.270720 1.032124 -0.997426
C -4.615674 -0.348483 -0.839517
C -3.177259 -0.170690 -0.605173
N -2.076203 0.030053 -0.364337
H -6.315694 0.918179 -1.284809
H -4.764458 1.589680 -1.796287
H -5.219570 1.603310 -0.074755
H -4.758806 -0.974018 -1.718826
H -5.021807 -0.908413 -0.011948
N 0.574515 1.647822 -0.464853
C 1.367974 2.780573 -0.413024
C 0.764478 4.023408 -0.307662
C 1.587237 5.117690 -0.086327
C 2.955598 4.959160 0.018711
C 3.537789 3.699333 -0.085642
C 2.757651 2.586123 -0.300319
H -0.321564 4.092772 -0.394626
H 1.153657 6.108543 0.001441
H 3.588961 5.832326 0.130818
H 4.611234 3.582882 -0.011995
H 3.158023 1.591670 -0.386715

Atoms 1-2, force components in eV/Å:
V -1.2043 -0.4628 -1.0373
C -0.1835 -0.0100 0.1040

Values from the calculation:
Gap between HOMO and LUMO (spin up / spin down), eV: 6.43 / 6.33
Total charge: +2


No. 6
C19H16BrNO5S | ωB97M-V/def2-TZVPD

Positions of all 43 atoms, in Å:
O 0.807833 1.123021 1.616481
C 0.245336 0.302359 0.936281
O -0.864068 -0.323374 1.325789
H -1.126226 -0.024177 2.211512
C 0.771727 -0.147873 -0.389520
C -0.157741 -0.996200 -1.242958
H -0.795064 -1.639479 -0.639842
H 0.458213 -1.616653 -1.897016
C -0.951513 0.033597 -2.061000
C -2.143499 0.579604 -1.298297
N -2.017361 1.815575 -1.007960
O -0.860482 2.329470 -1.484145
C -0.077137 1.303575 -2.119102
H 0.158698 1.660371 -3.124068
C 1.184490 1.001756 -1.297214
H 1.506350 1.878710 -0.735897
H 1.985295 0.661547 -1.954250
C -3.298824 -0.197384 -0.896787
C -4.212426 0.358531 0.001267
C -5.309425 -0.378439 0.394760
C -5.532012 -1.661467 -0.081148
C -4.626848 -2.205659 -0.975479
C -3.517542 -1.486554 -1.382623
H -2.827855 -1.927022 -2.085256
H -4.790696 -3.202260 -1.356063
H -6.396301 -2.220584 0.241732
Br -6.546070 0.381661 1.628428
H -4.041698 1.357046 0.370070
H -1.241223 -0.348902 -3.040520
S 2.257689 -1.184389 0.039412
O 2.889104 -1.501872 -1.214137
O 1.785906 -2.273124 0.848066
C 3.350638 -0.150775 1.012015
C 3.303619 -0.242059 2.388940
C 4.126842 0.575166 3.144532
C 4.981306 1.466138 2.514652
C 5.028012 1.536857 1.131141
C 4.205632 0.723270 0.369967
H 4.232697 0.743564 -0.707503
H 5.702466 2.225440 0.645439
H 5.618915 2.106601 3.105473
H 4.099187 0.519172 4.221817
H 2.634055 -0.954785 2.843008

Atoms 1-2, force components in eV/Å:
O -0.1556 0.0406 -0.1280
C -0.1120 0.6238 0.8492

Values from the calculation:
Gap between HOMO and LUMO, eV: 9.14
SMILES: O=C(O)[C@]1(S(=O)(=O)c2ccccc2)C[C@@H]2ON=C(c3cccc(Br)c3)[C@@H]2C1


Number 1: E_tot -43554.9536 eV. Number 2: E_tot -63442.8905 eV. Number 3: E_tot -86494.9013 eV. Number 4: E_tot -131322.8450 eV. Number 5: E_tot -192237.8838 eV. Number 6: E_tot -112566.9842 eV.